DFT (ωB97M-V with the def2-TZVPD basis set) results for an isolated molecule of C15H24N2O6S.

Cartesian coordinates (Å):
C1 -4.4382 1.2800 3.1876
O1 -3.8346 0.3494 2.1519
C2 -3.0460 0.9683 1.1169
O2 -1.8815 1.5787 1.5916
C3 -0.7237 1.7443 0.7033
C4 -0.1040 3.0354 1.1804
O3 1.1394 3.4486 0.5546
C5 -1.0174 1.7421 -0.7651
S1 0.3934 1.9945 -1.8721
C6 1.6114 0.9350 -1.1863
N1 1.3701 -0.2583 -0.6529
C7 2.2997 -1.0503 -0.1754
C8 1.9857 -2.3642 0.5202
N2 1.9354 -3.4379 -0.5461
C9 0.7631 -4.3336 -0.3499
C10 2.2415 -3.2304 -1.9926
C11 3.6081 -0.5965 -0.2559
C12 3.9691 0.5704 -0.9626
C13 2.9772 1.4470 -1.3509
O4 3.2256 2.7215 -1.6697
C14 -1.8060 0.4434 -1.1664
O5 -0.9018 -0.6393 -1.7256
C15 -2.6681 -0.0507 -0.0236
O6 -3.8923 -0.4525 -0.5310
H1 -4.7724 0.6843 4.0394
H2 -5.2292 1.7481 2.6146
H3 -3.6663 1.9393 3.4463
H4 -3.5922 1.7920 0.7259
H5 0.0571 0.9090 1.0059
H6 0.1465 2.8909 2.2758
H7 -0.8385 3.8510 0.9424
H8 1.5991 4.2100 0.8438
H9 -1.6521 2.6950 -0.7113
H10 2.7420 -2.5535 1.3404
H11 0.9888 -2.2484 1.0010
H12 0.7291 -5.1844 -1.0015
H13 -0.0737 -3.7819 -0.6044
H14 0.6246 -4.5962 0.6889
H15 1.6411 -2.3967 -2.4389
H16 3.3308 -3.0358 -2.0321
H17 1.9502 -4.0949 -2.7352
H18 4.3377 -1.0931 0.3743
H19 5.0354 0.9507 -0.7123
H20 2.3542 3.0909 -2.0301
H21 -2.4502 0.7335 -2.0672
H22 -0.0296 -0.5790 -1.3077
H23 -2.0626 -0.8400 0.4152
H24 -4.3756 -0.9357 0.1463

Cartesian forces, eV/Å:
C 0.45 -1.89 -2.74
O 1.01 0.32 0.13
C 0.53 -0.35 -0.31
O 1.71 0.50 0.35
C 2.86 -2.51 2.09
C 0.91 2.36 1.36
O -0.94 -2.82 -1.35
C -1.61 0.16 0.62
S -0.71 -0.13 0.01
C 2.54 0.10 -0.45
N -1.12 1.04 -0.84
C 1.94 0.43 0.98
C -0.30 0.22 -1.57
N -0.47 -1.95 0.55
C 1.53 0.92 0.34
C -0.51 0.29 -0.22
C 0.31 0.04 -0.18
C 1.71 0.50 2.61
C -1.83 -1.33 0.82
O -1.33 0.53 -1.32
C 0.96 0.46 -2.66
O -3.26 1.67 0.51
C -0.66 0.47 1.51
O -0.72 -0.99 -0.90
H 0.03 0.00 -0.42
H -0.41 0.41 0.54
H 0.84 1.16 0.66
H -1.26 0.52 -0.78
H -1.63 1.30 -0.77
H -0.96 0.48 -1.02
H 0.29 -0.57 0.85
H -0.10 1.16 1.18
H 0.37 -1.21 -1.45
H -0.65 -0.07 -1.05
H 0.47 -0.26 -0.31
H 0.62 -0.62 -0.15
H -2.30 1.22 -0.55
H 0.35 -0.38 0.28
H 0.64 -0.17 0.32
H -0.66 0.02 -0.58
H 0.72 1.06 2.18
H 0.28 -0.18 -0.52
H -1.84 -0.55 -1.16
H 1.52 -0.29 0.89
H 0.65 -0.59 1.35
H 0.19 -0.08 0.70
H -0.18 -0.47 0.37
H 0.02 0.05 0.11

orbital gap	8.4	eV
ΔE to the lowest compared entry with this formula, charge and spin	203.4	kJ/mol
SMILES	CO[C@H]1O[C@H](CO)[C@@H](Sc2nc(CN(C)C)ccc2O)[C@@H](O)[C@@H]1O
molecular weight	360.43	g mol⁻¹

Mulliken atomic charge list, values in e, 5 entries: -0.700, -0.434, 0.090, -0.367, 0.340

=====

DFT (ωB97M-V with the def2-TZVPD basis set) results for a cluster of 10 separate species, C38H62N2O18 in total.

Cartesian coordinates (Å):
O1 -4.7609 -15.8890 -7.4717
C1 -5.8196 -16.2615 -7.9034
C2 -6.5277 -15.9348 -9.2332
C3 -7.6037 -16.9664 -9.2947
C4 -7.9475 -17.0430 -7.8194
O2 -6.6797 -16.9566 -7.1344
H1 -6.9044 -14.9135 -9.2895
H2 -5.7481 -16.0973 -9.9775
H3 -8.3654 -16.4802 -9.9042
H4 -7.2870 -17.8691 -9.8172
H5 -8.6691 -16.2797 -7.5282
H6 -8.4803 -17.9690 -7.6034
O3 -7.4340 -20.5740 -9.3555
C5 -7.6913 -21.7154 -8.9998
C6 -7.5316 -23.0078 -9.7757
C7 -8.1546 -24.0449 -8.8580
C8 -8.5134 -23.3257 -7.5280
O4 -8.3101 -21.9310 -7.8236
H7 -7.9980 -22.9243 -10.7574
H8 -6.4619 -23.1599 -9.9195
H9 -9.0989 -24.4224 -9.2503
H10 -7.5036 -24.9108 -8.7374
H11 -9.4970 -23.6194 -7.1614
H12 -7.8528 -23.4737 -6.6737
O5 -8.0696 -17.5374 -2.7270
C9 -7.2836 -16.6237 -3.0023
C10 -7.0231 -15.3288 -2.2933
C11 -6.3903 -14.5086 -3.3545
C12 -5.6696 -15.4959 -4.2409
O6 -6.5280 -16.6227 -4.0714
H13 -7.9640 -14.9049 -1.9426
H14 -6.3334 -15.5882 -1.4900
H15 -7.1678 -14.0163 -3.9386
H16 -5.7130 -13.7350 -2.9928
H17 -5.7046 -15.0937 -5.2533
H18 -4.6624 -15.7447 -3.9065
O7 1.4375 -20.3708 -2.8384
C13 0.9846 -21.4272 -3.2178
C14 -0.2370 -22.1497 -2.7442
C15 -0.4740 -23.2485 -3.7874
C16 0.7893 -23.2508 -4.6184
O8 1.5066 -22.0814 -4.2877
H19 0.0177 -22.5926 -1.7814
H20 -1.0497 -21.4648 -2.5020
H21 -0.7111 -24.2008 -3.3131
H22 -1.3075 -22.9985 -4.4439
H23 1.3950 -24.1080 -4.3243
H24 0.4885 -23.2983 -5.6650
O9 -3.3458 -21.3164 -4.0370
C17 -4.5783 -21.1241 -4.1825
C18 -5.7288 -21.5924 -3.2384
C19 -6.6674 -20.4121 -3.4259
C20 -6.4121 -20.0466 -4.8786
O10 -5.0202 -20.2681 -5.0811
H25 -6.0637 -22.5913 -3.5179
H26 -5.3095 -21.5941 -2.2322
H27 -7.7114 -20.6709 -3.2493
H28 -6.3366 -19.6238 -2.7498
H29 -6.9146 -20.6761 -5.6129
H30 -6.8405 -19.0613 -5.0623
O11 -8.8406 -23.0174 -4.4322
C21 -9.0673 -23.4381 -3.2852
C22 -8.3158 -24.5562 -2.5811
C23 -8.7425 -24.2939 -1.1422
C24 -10.1142 -23.6219 -1.2492
O12 -10.0218 -22.8817 -2.4756
H31 -8.8385 -25.4359 -2.9567
H32 -7.2539 -24.5426 -2.8265
H33 -8.7142 -25.2314 -0.5869
H34 -8.0551 -23.6829 -0.5572
H35 -10.9688 -24.2980 -1.2233
H36 -10.1816 -23.0597 -0.3178
O13 -9.5150 -18.8614 2.1200
C25 -10.0802 -19.0348 1.0671
C26 -10.4153 -20.3186 0.2588
C27 -10.4054 -19.7275 -1.1339
C28 -11.0851 -18.3893 -0.8521
O14 -10.5597 -18.0178 0.3901
H37 -9.8357 -21.2039 0.5204
H38 -11.4544 -20.5637 0.4785
H39 -9.3677 -19.5924 -1.4389
H40 -10.8527 -20.4520 -1.8144
H41 -10.8455 -17.6986 -1.6606
H42 -12.1656 -18.3171 -0.7276
O15 0.6662 -18.0128 -6.0639
C29 -0.5017 -17.9998 -5.6796
C30 -1.0481 -18.5391 -4.3419
C31 -2.3571 -17.7165 -4.1884
C32 -2.6315 -17.2543 -5.5991
O16 -1.4346 -17.3704 -6.3827
H43 -1.1303 -19.6257 -4.3655
H44 -0.3245 -18.2907 -3.5655
H45 -3.2150 -18.1923 -3.7133
H46 -2.0934 -16.8406 -3.5957
H47 -3.3780 -17.9447 -5.9916
H48 -2.9380 -16.2119 -5.5115
C33 -4.0597 -21.8938 0.1116
N1 -4.8771 -20.6550 0.0233
C34 -6.1818 -20.4290 0.1957
C35 -6.6570 -19.0233 0.1139
O17 -6.9488 -21.3490 0.4590
H49 -4.6386 -22.7485 -0.2383
H50 -3.7590 -22.0348 1.1498
H51 -3.1301 -21.6469 -0.4012
H52 -4.3347 -19.8307 -0.1921
H53 -6.0444 -18.3776 -0.5152
H54 -6.8379 -18.6167 1.1090
H55 -7.6435 -19.0114 -0.3496
C36 -4.8248 -24.9061 -5.2395
N2 -3.9239 -24.5455 -4.1495
C37 -3.5531 -25.3164 -3.0950
C38 -4.0604 -26.7581 -2.9799
O18 -2.8412 -24.8635 -2.1931
H56 -4.2130 -25.4611 -5.9507
H57 -5.0912 -23.9340 -5.6543
H58 -5.7231 -25.4374 -4.9252
H59 -3.5636 -23.6218 -3.9567
H60 -5.1232 -26.6909 -2.7474
H61 -3.5871 -27.4182 -2.2530
H62 -4.0902 -27.1922 -3.9792

Cartesian forces, eV/Å:
O -0.26 -0.33 -0.51
C -0.36 1.54 0.32
C 2.43 -0.63 0.00
C -0.69 1.20 -0.78
C -0.86 -1.48 -0.54
O -0.84 -0.29 0.06
H 0.23 0.01 0.29
H -0.14 0.43 -0.29
H -0.62 -0.58 0.17
H -0.06 -0.23 0.63
H 0.51 0.57 0.19
H 0.59 -0.27 0.40
O -0.05 -1.82 0.47
C -0.64 2.03 -0.71
C 0.31 0.31 0.57
C -0.51 -0.70 0.32
C 1.48 -0.18 -0.21
O -0.59 0.18 0.09
H 0.03 0.10 0.13
H 0.00 -0.06 -0.11
H 0.12 -0.02 -0.28
H -0.05 0.05 0.24
H -0.23 0.83 -0.29
H 0.17 -0.59 -0.20
O 1.69 1.70 -0.51
C -1.98 -1.05 0.84
C -0.71 -0.39 0.81
C 0.83 1.65 -0.09
C -0.87 0.80 0.60
O 0.68 -2.15 -2.14
H 0.24 -0.16 0.45
H -0.12 0.30 0.38
H 0.00 0.06 -0.06
H -0.11 0.06 0.10
H 0.32 -0.85 -0.12
H -0.02 -0.06 -0.14
O -0.28 -1.21 -0.10
C 0.13 1.47 -0.57
C 0.00 -0.63 0.62
C -1.10 0.47 0.41
C -0.26 -0.97 0.58
O 0.49 0.65 -0.14
H 0.11 -0.12 0.13
H -0.04 -0.02 -0.49
H 0.12 0.06 -0.13
H -0.16 0.13 0.22
H 0.24 -0.06 -0.43
H 0.72 0.24 -0.11
O -3.29 -0.14 -0.61
C 3.21 -0.43 1.77
C 1.55 0.69 -0.25
C -0.40 -1.15 -0.33
C -1.93 -0.10 -0.03
O 0.34 0.82 -0.36
H -0.29 0.14 -0.10
H -0.02 -0.41 -0.12
H 0.02 0.26 0.05
H -0.25 0.20 -0.15
H -0.30 -0.39 0.28
H 1.21 0.46 -0.26
O -0.90 -0.94 3.00
C 0.94 1.61 -2.56
C -1.30 1.09 0.08
C 0.69 -1.34 0.59
C 1.15 -0.83 0.99
O 0.16 -0.27 -0.38
H 0.42 -0.46 -0.01
H -0.21 -0.09 0.05
H -0.56 -0.09 0.09
H 0.10 0.50 -0.49
H 0.03 -0.12 -0.61
H -0.39 0.92 -0.68
O -0.32 -0.54 -0.61
C 0.57 -1.59 1.36
C 0.00 0.60 1.10
C -0.18 -1.31 0.14
C -0.22 -0.23 -1.58
O 0.29 2.16 -0.06
H 0.45 0.52 -0.20
H -0.22 -0.01 0.30
H -0.09 0.37 -0.26
H -0.29 0.56 -0.33
H 0.37 0.42 0.43
H -0.23 -0.83 -0.30
O -2.28 -0.39 0.73
C 3.25 -0.21 0.09
C -0.10 0.65 -0.22
C 1.50 -0.23 0.52
C -0.90 -0.38 0.27
O -0.87 0.38 0.35
H -0.30 0.06 -0.17
H 0.04 -0.16 -0.11
H 0.13 -0.25 -0.18
H -0.07 0.02 0.25
H -0.20 0.59 -0.57
H -0.20 -0.18 -0.98
C -0.75 1.24 0.72
N 1.83 0.70 -0.61
C -0.59 -1.47 0.66
C -0.71 0.62 -0.48
O -0.33 -0.17 -0.18
H 0.42 0.06 -0.19
H -0.25 -0.31 0.12
H -0.26 -0.60 -0.50
H -0.04 -0.12 0.07
H 0.26 0.10 0.31
H 0.36 0.04 0.05
H 0.06 -0.16 -0.06
C 1.18 0.98 0.31
N -0.01 -0.84 1.42
C 0.67 -0.88 1.62
C -0.81 0.64 -1.19
O -0.47 -0.02 -0.77
H -0.59 -0.19 -0.37
H -0.32 -0.27 -0.43
H 0.14 -0.04 0.04
H -0.25 0.59 -0.72
H -0.18 0.00 0.34
H 0.28 0.55 -0.16
H 0.34 -0.38 -0.01

orbital gap	9.5	eV
ΔE to the lowest compared entry with this formula, charge and spin	0.0	kJ/mol
SMILES	O=C1CCCO1.O=C1CCCO1.O=C1CCCO1.O=C1CCCO1.O=C1CCCO1.O=C1CCCO1.O=C1CCCO1.O=C1CCCO1.CNC(C)=O.CNC(C)=O
molecular weight	834.91	g mol⁻¹

Mulliken atomic charge list, values in e, 5 entries: -0.604, 0.463, -0.667, -0.369, -0.447

=====

DFT (ωB97M-V with the def2-TZVPD basis set) results for a structure of composition C43H46AlGeP2SSb.

Cartesian coordinates (Å):
Al1 -0.8373 0.2169 0.1078
C1 -2.0370 -2.0789 2.5648
C2 -0.7821 -1.4752 3.2095
P1 -0.1998 0.1022 2.4908
C3 -1.0802 1.3748 3.4288
C4 -1.0337 1.3152 4.8264
C5 -1.6631 2.2856 5.5860
C6 -2.3431 3.3298 4.9662
C7 -2.3808 3.4114 3.5827
C8 -1.7472 2.4370 2.8221
C9 1.5368 0.2914 2.8795
C10 2.0427 1.5760 3.0919
C11 3.3920 1.7446 3.3649
C12 4.2340 0.6387 3.4232
C13 3.7332 -0.6382 3.1998
C14 2.3866 -0.8149 2.9177
C15 -1.7146 -2.9554 1.3480
P2 -1.7844 -2.0400 -0.2179
C16 -1.0488 -3.0729 -1.4833
C17 -1.5868 -3.0669 -2.7741
C18 -1.0257 -3.8694 -3.7561
C19 0.0698 -4.6725 -3.4565
C20 0.6187 -4.6646 -2.1811
C21 0.0702 -3.8585 -1.1949
C22 -3.5392 -1.8487 -0.6035
C23 -4.1068 -0.5982 -0.8504
C24 -5.4562 -0.4750 -1.1578
C25 -6.2463 -1.6122 -1.2211
C26 -5.6908 -2.8661 -0.9859
C27 -4.3455 -2.9880 -0.6830
H1 -2.7499 -1.2885 2.3021
H2 -2.5523 -2.6845 3.3073
H3 0.0388 -2.1906 3.2136
H4 -0.9817 -1.2217 4.2491
H5 -0.4887 0.5262 5.3331
H6 -1.6207 2.2315 6.6665
H7 -2.8368 4.0828 5.5674
H8 -2.8975 4.2334 3.1031
H9 -1.7598 2.5193 1.7479
H10 1.3877 2.4399 3.0704
H11 3.7848 2.7371 3.5464
H12 5.2826 0.7715 3.6578
H13 4.3900 -1.4975 3.2554
H14 2.0153 -1.8170 2.7381
H15 -2.4274 -3.7730 1.2452
H16 -0.7293 -3.4094 1.4453
H17 -2.4619 -2.4701 -3.0051
H18 -1.4538 -3.8822 -4.7503
H19 0.4920 -5.3132 -4.2206
H20 1.4694 -5.2918 -1.9494
H21 0.5255 -3.8546 -0.2119
H22 -3.4988 0.2978 -0.8117
H23 -5.8918 0.4976 -1.3488
H24 -7.2994 -1.5255 -1.4562
H25 -6.3104 -3.7513 -1.0428
H26 -3.9252 -3.9753 -0.5246
Ge1 2.3957 0.3118 -1.0233
C28 3.2693 -1.3351 -1.4306
C29 4.0120 -1.9617 -0.4262
C30 4.7733 -3.0864 -0.7267
C31 4.7950 -3.5837 -2.0224
C32 4.0515 -2.9679 -3.0237
C33 3.2873 -1.8476 -2.7309
C34 2.8824 1.9562 -1.8681
C35 2.7774 2.1438 -3.2499
C36 3.2680 3.3039 -3.8325
C37 3.8644 4.2800 -3.0412
C38 3.9665 4.1044 -1.6684
C39 3.4748 2.9455 -1.0771
H27 2.2366 0.5255 0.4858
H28 4.0142 -1.5682 0.5836
H29 5.3606 -3.5668 0.0450
H30 5.4016 -4.4501 -2.2567
H31 4.0802 -3.3556 -4.0340
H32 2.7170 -1.3784 -3.5264
H33 2.3275 1.3875 -3.8853
H34 3.1991 3.4446 -4.9034
H35 4.2578 5.1784 -3.5001
H36 4.4383 4.8651 -1.0603
H37 3.5674 2.8133 -0.0042
C40 -1.8931 2.8027 -2.9919
Sb1 -1.6530 2.5962 -0.9140
C41 -0.4223 4.2242 -0.3883
C42 -3.5715 3.1103 -0.1694
H38 -2.4248 3.7465 -3.1108
H39 -2.4820 1.9846 -3.4012
H40 -0.9197 2.8550 -3.4760
H41 -1.0413 5.1180 -0.4663
H42 0.4086 4.2768 -1.0920
H43 -0.0427 4.1167 0.6261
H44 -3.5582 4.1558 0.1418
H45 -3.8510 2.4786 0.6716
H46 -4.2949 2.9877 -0.9765
S1 0.0120 -0.1964 -3.0581
C43 0.3805 0.0659 -1.5895

Cartesian forces, eV/Å:
Al 0.42 -0.49 -0.66
C 0.10 0.08 -0.05
C -0.08 -0.10 -0.11
P -0.38 0.39 0.00
C -0.02 0.12 0.02
C 0.05 -0.04 -0.01
C -0.03 0.02 0.01
C 0.00 -0.01 0.04
C 0.04 -0.05 -0.01
C 0.06 -0.06 0.15
C 0.15 -0.05 0.03
C 0.06 -0.03 0.05
C -0.02 -0.02 -0.05
C 0.01 0.01 0.00
C -0.02 0.04 -0.01
C 0.03 0.02 0.03
C 0.05 0.09 0.13
P -0.65 0.45 -0.03
C 0.15 0.04 -0.06
C -0.04 -0.07 0.02
C 0.05 0.00 0.01
C -0.01 0.01 -0.04
C 0.01 0.04 0.01
C 0.03 0.08 -0.06
C -0.03 0.02 -0.07
C -0.04 -0.08 0.01
C 0.10 -0.05 0.03
C -0.03 -0.04 0.01
C -0.02 0.01 0.00
C 0.04 -0.05 0.00
H -0.07 0.00 0.01
H 0.04 -0.04 0.06
H -0.02 -0.05 -0.01
H 0.01 -0.05 0.08
H -0.01 0.03 -0.01
H 0.00 0.00 -0.04
H 0.02 -0.02 -0.02
H 0.02 -0.04 0.00
H -0.03 -0.02 -0.09
H 0.00 -0.03 0.02
H -0.01 -0.04 0.01
H -0.03 0.00 -0.02
H -0.02 0.03 0.02
H 0.02 0.03 0.01
H -0.04 -0.05 0.00
H 0.02 -0.05 0.04
H 0.00 -0.02 0.03
H 0.01 -0.01 0.03
H -0.02 0.02 0.02
H 0.00 0.02 -0.01
H -0.03 -0.03 -0.01
H 0.08 0.07 0.03
H 0.03 -0.02 0.02
H 0.03 -0.01 0.00
H 0.01 0.01 0.00
H -0.01 0.02 0.00
Ge -0.02 0.12 0.21
C 0.04 -0.22 -0.21
C -0.03 -0.10 -0.10
C -0.05 0.07 0.01
C 0.00 0.00 0.01
C -0.05 0.04 0.00
C 0.07 -0.09 0.09
C 0.04 0.18 -0.22
C 0.05 0.13 0.09
C -0.05 -0.05 0.01
C 0.00 0.00 0.00
C -0.03 -0.05 0.03
C -0.06 0.05 -0.11
H 0.04 0.01 0.00
H 0.01 0.02 -0.01
H -0.01 0.02 0.00
H -0.03 0.04 0.01
H -0.01 0.02 0.02
H 0.04 0.02 0.01
H 0.04 -0.02 0.01
H 0.00 -0.01 0.01
H -0.02 -0.03 0.01
H 0.00 -0.01 0.01
H 0.01 -0.02 0.00
C 0.09 -0.10 -0.04
Sb -0.36 -0.03 0.42
C 0.13 0.02 -0.02
C -0.10 0.08 -0.06
H 0.01 -0.01 -0.13
H -0.02 0.03 0.00
H -0.03 0.02 -0.01
H 0.08 0.01 0.01
H 0.00 0.02 0.05
H -0.03 0.02 -0.02
H -0.02 -0.07 -0.02
H 0.00 0.03 -0.03
H 0.02 0.02 0.06
S -0.35 -0.22 -0.93
C 0.61 0.02 1.33

net charge	+3
orbital gap (alpha / beta)	6.8 / 6.1	eV
<S²>	0.754
ΔE to the lowest compared entry with this formula, charge and spin	0.0	kJ/mol
spin multiplicity	2
molecular weight	878.21	g mol⁻¹

Mulliken atomic charge list, values in e, 5 entries: 0.244, -1.192, -1.498, 2.464, -0.285

=====

- Which value of ΔE to the lowest compared entry with this formula, charge and spin does entry 2 give?
  0.0 kJ/mol